1.
126
Properties=species:S:1:pos:R:3:forces:R:3:mulliken_charge:R:1 method="wB97M-V/def2-TZVPD" e_homo_ev=-12.06 homo_lumo_gap_ev=9.447 total_charge=+1 energy_ev=-107783.4060
C 2.5515 -4.3785 -2.0297 0.0 -0.1 -0.1 -1.192
C 3.6164 -3.3081 -2.3200 -0.3 0.1 0.1 -0.825
C 3.5803 -2.1385 -1.3133 0.3 -0.2 -0.3 0.994
C 3.7963 -0.7783 -1.9696 0.2 -0.9 0.2 -0.472
O 2.6038 -0.1742 -2.5008 0.4 0.5 0.4 -0.577
C 1.6628 0.4247 -1.6715 -0.4 -0.2 -0.2 -0.882
N 2.2883 1.1769 -0.5237 -0.3 0.1 0.3 0.847
C 2.4874 0.4229 0.7534 0.2 -0.6 0.5 -1.249
C 2.9682 1.4109 1.8039 0.4 0.6 0.0 0.002
C 4.3703 2.0133 1.5265 -0.2 -0.1 -0.3 -1.627
C 4.3615 3.4261 0.9453 0.0 -0.2 -0.3 -0.762
S 3.6929 4.6110 2.0893 0.2 0.0 0.4 1.171
O 3.6932 4.0057 3.3871 -0.1 0.0 0.0 -0.542
O 4.2751 5.9021 1.9232 0.0 -0.1 -0.2 -0.652
O 2.1771 4.6740 1.5676 0.1 0.0 0.0 -0.481
C 1.2283 -0.4020 1.1593 0.3 0.6 0.3 2.163
C 0.2250 0.5366 1.8602 0.0 -0.4 -0.1 -1.642
C -1.2035 0.0443 1.9685 -0.3 0.3 0.1 -1.255
O -1.9988 0.6605 2.6362 0.0 0.0 -0.1 -0.587
C 1.8048 -1.4942 2.0894 -0.4 -0.3 -0.4 -1.588
C 0.8892 -2.2955 3.0113 0.3 0.1 0.6 -0.121
C 0.3860 -1.5416 4.2556 0.0 -0.4 -0.2 -1.376
Cl -0.4493 -3.1205 2.1438 0.0 -0.1 -0.1 -0.080
O 0.6713 -1.0955 0.0530 0.1 0.1 -0.1 -0.148
C 0.4482 -0.4632 -1.1973 -0.1 -0.1 -0.6 1.484
N 0.2319 -1.5394 -2.1215 0.1 0.1 0.4 -0.248
C -0.8130 0.4184 -1.2880 -0.2 -0.2 0.1 -2.126
C -2.1292 -0.3546 -1.0555 -0.1 0.5 -0.1 0.252
C -3.1475 -0.1952 -2.2101 -0.1 0.2 0.4 -0.932
P -4.7619 0.3428 -1.6279 -0.2 -0.1 -0.6 0.634
O -5.7355 0.5434 -2.7283 0.1 -0.3 -0.2 -0.852
O -5.2368 -0.7932 -0.6117 0.2 0.8 0.1 -0.299
C -5.1985 -0.5731 0.8201 -0.1 -0.4 0.5 0.715
C -5.7005 -1.8404 1.4825 0.3 0.1 -0.4 -1.540
O -4.4920 1.6929 -0.8366 0.0 -0.4 0.1 -0.046
C -5.6675 2.5538 -0.6614 0.2 0.3 0.6 0.116
C -5.3495 3.6087 0.3731 -0.2 -0.1 -0.1 -1.608
H 1.8872 -4.5115 -2.8830 0.0 0.0 0.0 0.318
H 2.9990 -5.3436 -1.7995 0.0 0.0 0.0 0.288
H 1.9219 -4.1207 -1.1741 0.0 0.0 0.0 0.194
H 4.5995 -3.7708 -2.2957 0.1 0.1 -0.1 0.628
H 3.4602 -2.8951 -3.3192 0.0 -0.1 -0.1 0.408
H 2.6258 -2.1793 -0.7902 0.1 0.3 0.2 -1.176
H 4.3738 -2.2774 -0.5736 -0.1 -0.1 0.1 0.560
H 4.3557 -0.1194 -1.2914 -0.3 0.3 0.0 0.115
H 4.4366 -0.9101 -2.8408 0.0 0.1 -0.1 0.717
H 1.2025 1.2039 -2.2794 0.2 0.0 -0.1 0.093
H 3.1771 1.6013 -0.8079 0.0 0.0 -0.1 0.268
H 1.6770 1.9759 -0.3260 0.0 0.0 0.0 0.726
H 3.2851 -0.3008 0.5830 0.0 0.0 -0.3 0.296
H 2.9992 0.9422 2.7835 -0.1 -0.2 0.0 0.591
H 2.2617 2.2376 1.9044 -0.2 -0.1 0.0 0.413
H 4.9384 2.0257 2.4510 0.1 0.0 0.0 0.461
H 4.9305 1.3888 0.8215 0.0 -0.1 0.1 0.380
H 3.8274 3.5036 -0.0037 -0.1 0.2 0.1 0.280
H 5.3769 3.7610 0.7418 0.1 0.0 0.2 0.548
H 1.8107 5.5352 1.8321 -0.1 0.0 -0.1 0.361
H 0.5470 0.7293 2.8821 0.1 0.1 0.0 0.633
H 0.1811 1.5163 1.3765 -0.1 0.0 0.0 0.759
H -1.5249 -0.8512 1.4296 0.2 -0.1 0.0 0.756
H 2.3234 -2.1939 1.4304 0.0 0.0 0.0 0.107
H 2.5644 -1.0595 2.7392 0.0 0.1 0.1 0.648
H 1.4961 -3.1197 3.3789 0.1 0.0 -0.2 0.737
H 0.5061 -2.1733 5.1317 -0.1 0.0 0.0 0.384
H 0.9927 -0.6581 4.4400 -0.1 0.1 0.1 0.311
H -0.6682 -1.2852 4.1851 0.0 0.2 0.0 0.273
H 0.9502 -2.2494 -2.0684 0.1 0.1 -0.2 -0.031
H 0.1233 -1.1882 -3.0656 -0.1 -0.2 -0.2 0.250
H -0.8372 0.8149 -2.3048 0.1 0.0 0.0 0.985
H -0.7752 1.2850 -0.6205 0.2 0.0 0.0 0.285
H -2.5879 0.0735 -0.1676 0.0 -0.2 0.1 -0.561
H -1.9250 -1.4097 -0.8989 0.0 0.0 0.2 0.568
H -3.3025 -1.1296 -2.7493 0.0 0.0 0.0 0.345
H -2.8364 0.5543 -2.9373 0.1 0.0 0.0 0.550
H -4.1784 -0.3773 1.1558 0.0 0.1 -0.2 -0.183
H -5.8012 0.2937 1.0878 -0.1 0.0 -0.1 0.228
H -5.7560 -1.7094 2.5611 -0.1 0.0 0.0 0.402
H -4.9882 -2.6410 1.2783 -0.1 -0.1 0.0 0.340
H -6.6623 -2.1264 1.0631 -0.1 0.0 0.2 0.375
H -6.4932 1.9416 -0.2983 -0.1 0.0 -0.2 0.344
H -5.9453 3.0088 -1.6036 0.0 -0.2 -0.2 0.198
H -5.0760 3.1505 1.3228 0.2 0.1 0.0 0.344
H -6.2630 4.1796 0.5191 0.0 0.1 0.1 0.455
H -4.5815 4.3056 0.0383 0.2 -0.1 0.0 0.308
O 5.4540 -5.1067 -0.2922 0.2 0.2 -0.1 -0.596
H 6.3231 -4.9440 0.0866 0.0 0.0 0.0 0.281
H 5.5119 -6.0031 -0.6517 -0.2 -0.1 0.2 0.310
O -7.4242 4.9290 -1.3571 0.0 0.2 -0.2 -0.611
H -8.0801 4.9699 -2.0619 0.0 -0.1 0.0 0.297
H -6.6777 5.4327 -1.6979 0.0 0.1 0.0 0.301
O -1.9939 2.6579 4.8188 0.2 0.1 0.0 -0.676
H -1.9501 1.9983 5.5173 -0.1 0.0 0.0 0.295
H -1.7568 2.1798 4.0141 -0.2 -0.1 0.0 0.374
O 0.8382 -3.6054 -5.0794 0.0 0.0 0.0 -0.593
H 0.9049 -4.3871 -5.6372 0.0 0.0 0.0 0.285
H -0.1066 -3.4275 -5.0264 0.0 0.0 0.0 0.296
O 4.0432 2.3769 -2.7740 -0.1 0.1 0.5 -0.651
H 3.8029 1.4551 -2.6279 0.1 -0.1 -0.7 0.306
H 3.8215 2.5535 -3.6941 0.0 0.0 0.0 0.313
O -0.8013 -0.1320 -4.6526 0.4 0.0 0.0 -0.496
H -1.4106 -0.1582 -5.3999 -0.3 0.1 0.1 0.243
H -0.0813 0.4290 -4.9589 0.0 0.0 -0.1 0.233
O -2.7979 -5.9215 1.9505 0.0 0.0 0.0 -0.604
H -2.1853 -5.1829 2.0165 0.0 0.0 0.1 0.363
H -2.2402 -6.7051 1.9472 0.0 0.0 0.0 0.292
O 1.1709 -0.1162 6.9960 0.1 0.1 0.0 -0.588
H 1.1890 0.8363 7.1396 0.0 0.0 0.0 0.299
H 1.7101 -0.4700 7.7110 0.0 0.0 0.0 0.290
O -6.2455 2.3629 -4.8636 0.2 0.0 0.0 -0.664
H -6.0866 1.7731 -4.1053 -0.1 0.0 0.1 0.437
H -6.1409 1.8020 -5.6385 -0.2 0.0 0.0 0.314
O 7.3786 3.5843 1.8650 -0.1 0.1 0.1 -0.602
H 7.4763 4.5253 2.0514 0.0 0.0 0.0 0.315
H 7.8768 3.1519 2.5664 0.0 0.0 0.0 0.296
O 4.4917 2.9401 6.4695 0.0 -0.1 -0.1 -0.647
H 4.1339 3.0405 5.5810 0.0 0.1 0.0 0.371
H 5.2342 3.5510 6.4939 0.0 0.0 0.1 0.309
O -8.8886 1.4450 -2.9241 0.1 -0.1 0.0 -0.628
H -8.9078 1.6759 -3.8583 0.0 0.1 0.0 0.303
H -8.0995 0.8954 -2.8381 0.1 0.1 0.0 0.321
O -3.5067 1.0103 -5.2742 0.1 -0.1 -0.1 -0.645
H -3.8402 1.9021 -5.4257 -0.1 0.0 0.1 0.342
H -4.1469 0.6223 -4.6659 -0.1 0.0 0.0 0.265
O 4.7525 -7.9408 -0.2830 0.0 -0.1 -0.1 -0.593
H 4.8858 -8.7400 -0.8028 0.0 0.0 0.0 0.308
H 4.2184 -8.2207 0.4664 0.0 0.1 0.0 0.286



2.
11
Properties=species:S:1:pos:R:3:forces:R:3:mulliken_charge:R:1 method="wB97M-V/def2-TZVPD" e_homo_ev=-9.32 homo_lumo_gap_ev=10.044 e_above_lowest_kcal_mol=41.33 smiles="NC(N)=O.O" energy_ev=-8209.0830
N 1.4892 -0.5008 1.5799 -1.5 0.3 0.2 -0.435
C 0.6304 0.0985 0.6894 0.1 2.8 -4.4 0.532
N -0.6143 -0.5629 0.3985 2.1 0.4 3.8 -0.428
O 0.9750 1.1372 0.0081 -0.9 -3.7 2.6 -0.610
H 1.1994 -1.3821 1.9463 0.0 -0.5 0.0 0.209
H 2.4494 -0.4308 1.3603 0.9 0.5 0.0 0.240
H -1.0373 -0.8527 1.3437 0.0 0.1 -3.1 0.234
H -0.9162 -0.5045 -0.5799 -0.6 0.3 0.9 0.287
H -1.1133 0.8712 -3.1122 -1.2 -0.1 4.2 0.333
H -1.6844 1.4706 -1.5406 1.2 -1.8 -2.2 0.340
O -1.3779 0.6563 -2.0934 0.0 1.8 -2.1 -0.702



3.
172
Properties=species:S:1:pos:R:3:forces:R:3:mulliken_charge:R:1 method="wB97M-V/def2-TZVPD" e_homo_ev=-7.75 homo_lumo_gap_ev=9.357 e_above_lowest_kcal_mol=0.00 total_charge=-1 energy_ev=-224965.5955
O 2.5773 2.0000 1.9139 -1.2 -0.5 -1.6 -0.327
C 1.8419 1.3983 1.1458 0.7 1.3 1.3 -0.221
O 1.7340 0.1022 1.0969 0.1 -0.4 -0.2 -0.362
B 0.6464 -0.2650 0.1933 -0.3 -1.1 0.3 0.085
O 0.0899 0.9625 -0.3405 0.1 0.4 0.0 -0.335
C 0.7699 1.9850 0.1437 0.1 1.1 0.5 0.339
O 0.5803 3.1584 -0.0757 0.3 -1.1 -0.1 0.373
O -0.3194 -1.0881 0.9677 0.1 -1.4 -0.9 -0.013
C -0.3704 -2.3309 0.4171 0.3 1.8 0.1 0.324
O -1.0166 -3.2626 0.7800 -0.4 -0.1 0.2 -0.113
C 0.5412 -2.3141 -0.8421 -0.7 -0.9 -0.3 0.346
O 1.1145 -1.1362 -0.9095 0.2 -0.2 -0.3 -0.474
O 0.5901 -3.2435 -1.6232 0.3 1.2 0.6 -0.262
C 0.7272 5.2967 -3.4694 0.8 1.4 -0.8 -0.396
C 2.0763 5.1832 -2.7403 -1.8 -0.3 0.0 0.204
O 2.0133 6.2308 -1.7884 -1.1 1.5 1.2 -0.355
S 0.4720 6.5974 -1.2986 1.0 -0.9 0.3 0.872
O 0.2677 8.0254 -1.4521 0.1 -2.3 -0.3 -0.640
O 0.2300 5.9974 0.0013 0.2 1.0 -1.9 -0.401
O -0.2373 5.6195 -2.4349 0.7 0.7 0.9 -0.235
H 0.4868 4.4494 -4.1092 -0.5 -0.3 0.7 0.198
H 0.7359 6.1727 -4.1205 0.2 0.0 -0.2 0.371
H 2.9543 5.3849 -3.3497 -0.1 -0.5 0.0 0.483
H 2.0105 4.2400 -2.1954 0.8 -0.2 -0.1 -0.299
C -3.8819 -1.5947 -1.1185 0.9 0.7 0.0 0.042
C -3.2540 -3.0004 -1.3311 -0.1 0.6 0.1 0.168
O -4.1350 -3.6723 -2.2127 -1.1 -0.5 -1.6 -0.326
S -4.9398 -2.6172 -3.1778 0.9 -0.6 0.9 0.993
O -6.2252 -3.2178 -3.5746 3.2 1.9 1.1 -0.582
O -3.9768 -2.0490 -4.1134 -2.0 -0.9 1.0 -0.375
O -5.0289 -1.5882 -1.9074 -3.1 -0.3 -1.8 -0.358
H -3.3370 -0.7261 -1.4927 0.9 -0.4 0.2 0.020
H -4.1499 -1.3488 -0.0911 -0.2 -0.4 0.0 -0.170
H -3.2807 -3.5966 -0.4211 0.5 0.1 0.0 0.331
H -2.2792 -2.9188 -1.8111 0.1 -0.2 0.4 0.072
C 0.9167 -4.3529 -5.2830 0.7 -1.4 1.8 0.024
C -0.2933 -3.6010 -4.8090 -1.5 0.2 -1.1 1.975
O -1.2796 -3.8140 -5.8706 -0.3 -0.6 -1.0 -0.168
S -0.6280 -4.3847 -7.2594 1.3 2.2 -0.4 1.046
O -0.1546 -3.2448 -8.0703 -1.1 -2.2 1.7 -0.587
O -1.4131 -5.4026 -7.9036 0.8 1.0 1.3 -0.554
O 0.6611 -5.0200 -6.4892 -1.0 0.4 -2.3 -0.452
H 0.9831 -5.2522 -4.6694 0.8 0.6 0.8 0.122
H 1.8047 -3.7257 -5.2140 0.2 -0.3 -0.7 0.326
H -0.1886 -2.5208 -4.7226 0.3 -0.1 0.1 -1.057
H -0.6827 -4.0449 -3.8943 -0.2 0.2 -0.1 -0.697
O -1.7676 2.7841 -3.3518 -0.8 0.0 -0.1 -0.331
S -2.8972 3.5998 -3.0014 -0.9 2.0 1.5 0.833
O -3.3994 4.6545 -3.9030 0.8 -2.1 1.4 -0.714
O -4.1701 2.5995 -2.5784 2.8 1.1 -1.4 0.036
C -5.4190 3.2232 -2.4364 -1.7 -1.1 1.5 -0.409
C -6.1578 2.1881 -1.5449 -0.6 1.2 -0.7 -0.946
C -2.5265 4.3743 -1.2889 -1.0 0.0 -1.3 0.188
H -5.9433 3.4312 -3.3686 0.4 -0.2 -0.2 0.335
H -5.4340 4.1285 -1.8268 0.6 0.3 -0.3 0.324
H -7.1996 2.5121 -1.5139 -0.1 -0.2 0.2 0.419
H -5.7507 2.2854 -0.5393 0.1 -0.5 0.0 0.183
H -6.1222 1.1808 -1.9565 0.2 0.0 0.2 0.168
H -1.5482 4.0521 -0.9390 -0.2 -0.2 -0.2 -0.943
H -3.3438 4.1549 -0.6023 0.1 -0.6 -0.1 0.391
H -2.5891 5.4532 -1.4244 0.4 -0.1 -0.3 0.468
O -2.7685 1.6753 1.3995 -1.1 -1.6 1.0 -0.093
S -2.9688 0.9634 2.6498 3.4 -0.3 1.8 0.798
O -4.0543 1.2203 3.5577 -0.2 -0.3 -1.0 -0.696
O -2.7836 -0.6674 2.4353 -0.3 3.6 -2.2 0.066
C -2.7901 -1.6013 3.4575 0.4 -1.2 0.6 -0.068
C -3.7315 -2.6662 3.0059 -2.0 -1.2 0.5 -1.269
C -1.4131 1.2659 3.6153 -0.4 0.3 -1.1 -0.606
H -2.9657 -1.1955 4.4545 -0.5 0.2 -0.2 0.589
H -1.8065 -2.0743 3.5043 0.3 0.3 0.0 0.060
H -3.3185 -3.4247 2.3416 0.5 0.1 0.2 0.079
H -4.6301 -2.3321 2.4833 0.3 0.8 -0.2 0.329
H -4.2375 -3.1425 3.8487 0.6 -0.4 0.2 0.434
H -1.3912 2.3280 3.8566 -0.4 -0.1 0.4 0.187
H -0.5669 1.1484 2.9381 -0.2 -0.4 -0.2 -0.143
H -1.2874 0.6105 4.4752 -0.4 0.1 0.0 0.556
O -2.4854 -6.4179 -4.0442 -0.8 -2.2 1.1 -0.396
S -2.9156 -7.5797 -3.2502 -0.2 2.2 1.2 1.161
O -3.0635 -8.9011 -3.7806 0.2 0.8 0.1 -0.665
O -1.9478 -7.7014 -1.9614 -0.5 -1.3 -1.0 -0.464
C -1.3155 -6.5582 -1.5043 2.2 2.0 1.1 0.211
C 0.1841 -6.5706 -1.8495 -0.5 -1.0 -0.1 -0.760
C -4.3834 -7.1441 -2.2171 0.3 0.0 -1.1 -0.710
H -1.3113 -6.4704 -0.4156 -0.5 -0.8 0.2 0.344
H -1.7920 -5.6127 -1.7679 -0.2 -0.2 -0.7 -0.056
H 0.3714 -6.5483 -2.9234 0.0 0.8 0.0 0.009
H 0.5699 -7.5605 -1.5972 -0.1 -0.1 0.4 0.506
H 0.7082 -5.8540 -1.2193 0.1 0.3 -0.5 0.005
H -4.6309 -8.0031 -1.5960 0.0 -0.1 -0.4 0.362
H -5.1598 -6.8423 -2.9193 -0.2 -0.2 0.2 0.383
H -4.1827 -6.3062 -1.5510 0.4 0.1 -0.3 0.067
O 2.0818 0.3312 -5.8264 0.3 0.4 0.1 -0.664
S 1.4582 1.4559 -5.1919 -1.7 0.0 0.9 1.412
O 1.9373 2.8064 -5.3505 -0.1 -0.7 0.0 -0.658
O -0.0872 1.5035 -5.6488 1.4 0.4 -0.4 -0.340
C -0.7354 0.2447 -5.7847 -1.1 -1.0 0.4 0.551
C -2.2078 0.5564 -6.0327 -0.3 0.4 -0.5 -1.082
C 1.2400 1.0944 -3.3936 1.3 0.5 -1.8 -0.994
H -0.5861 -0.3407 -4.8738 -0.3 0.3 0.5 -0.555
H -0.3022 -0.4329 -6.5217 0.1 0.6 -0.6 0.572
H -2.5631 1.4036 -5.4462 0.3 -0.2 0.5 0.011
H -2.8877 -0.2800 -5.8731 0.3 -0.2 0.1 0.319
H -2.3819 0.9177 -7.0476 0.3 -0.3 -0.2 0.379
H 0.3185 1.5543 -3.0419 0.0 -0.3 0.0 0.233
H 2.1265 1.6107 -3.0235 -0.1 -0.1 0.5 0.425
H 1.3900 0.0194 -3.3187 -0.4 0.1 0.4 0.347
O 4.7564 1.4186 7.4242 -0.3 -0.3 -2.6 -0.653
S 4.5543 1.4464 5.9696 -0.2 0.0 -0.3 1.172
O 5.6798 1.6092 5.0434 -1.6 -0.7 1.6 -0.608
O 3.6736 0.0592 5.5744 1.2 2.0 1.4 -0.530
C 3.0828 -0.0363 4.2836 0.7 0.3 -1.3 -0.105
C 3.0569 -1.5125 3.9545 -0.6 0.2 0.4 -0.716
C 3.3519 2.7322 5.5101 1.0 -0.9 0.2 -0.605
H 3.6152 0.5343 3.5181 1.0 -0.4 0.1 0.248
H 2.1585 0.5307 4.1472 -0.7 -0.6 1.0 0.313
H 4.0586 -1.9267 3.8495 0.0 0.3 -0.4 0.079
H 2.4311 -1.6445 3.0719 0.3 -0.3 -0.1 0.118
H 2.6385 -2.0780 4.7882 -0.4 0.1 0.0 0.524
H 2.4788 2.6392 6.1531 0.0 0.1 -0.1 0.389
H 3.1755 2.5804 4.4464 -0.3 0.1 0.1 -0.025
H 3.9015 3.6664 5.6150 -0.2 0.0 0.2 0.438
O 5.8248 4.4240 1.9135 -0.9 -0.1 0.2 -0.703
S 4.4528 4.8416 1.9777 -1.2 0.6 2.0 1.060
O 3.5466 4.4967 3.1317 2.6 1.1 -3.1 -0.368
O 4.5716 6.5190 1.8734 -0.8 -1.3 0.0 -0.472
C 3.5354 7.2333 2.5664 -0.6 0.3 2.5 0.415
C 3.5035 8.7261 2.3161 0.9 0.3 -2.0 -1.435
C 3.6568 4.5209 0.4096 -0.2 0.4 0.5 -0.089
H 3.6786 7.0963 3.6410 0.5 -0.1 0.1 0.217
H 2.5363 6.7982 2.5041 0.0 -0.1 -1.0 0.050
H 4.4649 9.2394 2.3731 0.3 -0.5 0.5 0.350
H 2.8206 9.3417 2.8991 -0.3 -0.7 0.2 0.367
H 3.2803 8.8648 1.2556 -0.5 0.2 0.0 0.295
H 2.6683 4.9764 0.4722 0.0 0.1 -0.1 -0.306
H 3.5164 3.4596 0.2168 0.4 0.1 0.3 -0.085
H 4.2862 5.0215 -0.3244 -0.1 -0.1 0.0 0.609
C 0.1081 5.0246 4.2436 -0.1 0.1 0.9 -0.417
C -1.0949 5.2209 4.8989 0.7 -0.5 0.8 -0.639
C -2.2959 4.9683 4.2899 -0.8 0.2 0.9 -0.585
C -2.3464 4.5609 2.9794 0.7 0.3 -0.8 -0.489
C -1.1404 4.4198 2.2949 -0.1 0.5 0.1 0.453
C 0.0912 4.6036 2.9496 -0.3 -0.3 -1.5 0.154
H 0.9980 5.2128 4.8281 0.4 -0.2 -0.3 0.494
H -1.0046 5.4114 5.9597 -0.5 0.4 0.1 0.330
H -3.1810 5.1225 4.8920 -0.3 -0.1 -0.2 0.353
H -3.2785 4.4288 2.4487 -0.1 -0.1 0.1 0.406
H -1.1831 4.2993 1.2229 0.3 -0.5 0.1 -0.439
H 1.0089 4.4155 2.4096 0.1 0.1 -0.1 0.374
C 3.8011 -3.3830 -0.4567 -0.5 -0.2 -1.9 -0.147
C 4.1864 -4.5975 0.0424 0.6 0.4 2.4 -0.614
C 4.9560 -4.5519 1.2468 -0.9 -0.5 -0.5 -0.283
C 5.2956 -3.3467 1.8496 0.4 -0.1 -0.9 -0.630
C 4.9804 -2.1610 1.1953 0.1 0.3 0.2 -0.176
C 4.2631 -2.1826 0.0225 -0.3 0.5 0.8 -0.581
H 3.1321 -3.3653 -1.3072 0.0 0.0 -0.1 0.423
H 3.7379 -5.5122 -0.3164 0.3 -0.1 -0.1 0.398
H 5.1197 -5.4753 1.7854 0.3 -0.1 -0.1 0.335
H 5.8715 -3.3010 2.7630 -0.1 -0.2 0.2 0.523
H 5.2138 -1.1965 1.6249 0.2 0.0 0.1 0.485
H 3.9210 -1.2448 -0.3917 0.1 0.0 -0.2 0.288
C 0.9197 -5.6745 5.3421 -0.1 -1.0 -1.0 -0.366
C -0.2510 -5.5176 4.5967 0.9 0.2 -0.3 -0.870
C -0.1640 -5.0074 3.2798 -1.1 0.4 1.4 -0.459
C 1.0228 -4.5179 2.7376 -0.1 -0.3 1.1 0.144
C 2.1570 -4.6626 3.5251 0.7 -0.2 0.6 -0.162
C 2.1143 -5.3049 4.7732 0.0 0.3 -0.5 -0.906
H 0.9776 -6.3400 6.1924 -0.4 0.5 0.5 0.317
H -1.1597 -5.8111 5.1029 -0.4 0.0 -0.6 0.390
H -1.1116 -4.8284 2.7899 0.1 -0.1 -0.4 0.368
H 1.0094 -3.9966 1.7921 0.2 -0.2 0.0 0.582
H 3.1371 -4.2946 3.2572 -0.1 0.1 -0.6 0.498
H 3.0144 -5.5669 5.3117 0.3 0.3 -0.1 0.367